1.
123
Properties=species:S:1:pos:R:3:lowdin_charge:R:1 method="wB97M-V/def2-TZVPD" lumo_energy_ha=0.065 largest_force_ev_per_a=3.94 total_charge=-1 orbital_gap_ev=8.9 total_energy_ev=-211106.1260 homo_ev=-7.098
H -1.3040 -1.7455 -2.8161 0.09
S 3.5151 -2.1705 -1.7298 0.69
H -2.0491 4.4395 1.3671 0.08
H 5.1036 -0.9699 2.9001 0.09
H -2.2239 -2.1499 -5.3410 0.05
C 5.5030 -1.9416 3.1907 -0.18
H -0.4927 -7.2714 0.3694 0.10
S -1.7372 -4.1201 -4.1536 0.70
H 5.6943 -2.8144 1.1655 0.09
H -1.5093 -2.7668 -0.6397 0.07
C 6.1112 -4.2081 2.7695 -0.13
O 2.3880 -5.9311 2.6702 -0.28
C -2.3668 -3.1728 -5.6894 -0.06
H 1.9865 4.4380 1.9379 0.12
H 1.5325 2.7717 -3.8937 0.06
H -3.0131 3.2445 -1.6539 0.07
H -3.2499 -2.6901 -0.5794 0.08
H 3.5838 0.5322 -0.2403 0.10
H -2.8412 -1.2735 -2.9202 0.12
H 5.7871 -4.9974 2.0912 0.11
S -0.3890 1.4486 -4.5299 0.70
O -4.4792 1.4755 -0.2170 -0.32
H -4.0902 5.5472 0.2974 0.06
H -4.8326 5.3051 1.9318 0.05
C 1.9156 -1.2604 -2.1442 -0.08
C 1.1062 2.4848 -4.8550 -0.08
O 2.7644 3.9894 -1.1034 -0.16
H 3.5313 -2.7932 3.0050 0.11
H 4.0066 -2.5049 4.6884 0.12
F 1.0146 -1.3541 3.3627 -0.27
H -2.4701 0.4151 1.7021 0.03
H -7.8470 -0.4716 2.5543 0.08
C -8.0556 0.0602 1.6260 -0.06
C -6.6782 0.3395 1.0031 -0.29
H 1.0208 6.3349 0.2926 0.10
H -3.3504 0.9064 3.2207 0.08
C -2.3707 -2.2108 -1.0098 -0.05
H 5.8492 1.2786 -0.6831 0.08
H -0.1290 -5.4536 -1.2137 0.06
H 1.1051 -6.3420 -2.0857 0.09
S 1.1538 -6.1027 1.9485 0.67
H -2.3516 -1.1836 -0.6460 0.06
H 2.1296 -0.4280 -2.8146 0.05
H -1.7915 -3.5075 -6.5526 0.07
O 1.4654 -6.8600 0.4620 -0.25
O -0.3332 -3.8058 -3.8813 -0.31
H 1.5607 2.5430 -0.3742 0.10
H 5.7219 0.8212 1.0552 0.08
H 6.1366 -1.6576 4.0309 0.11
C 0.3805 -7.3010 -0.2824 -0.32
H 1.8222 1.9766 -5.5009 0.07
H -0.6608 -6.7890 -2.1586 0.07
H 6.5292 -0.2477 -0.1675 0.08
F -0.9814 -1.4104 1.7844 -0.25
C 0.1689 -6.4506 -1.5380 -0.06
H -3.8640 -0.5233 2.2317 0.08
O -2.3433 7.6818 1.0528 -0.31
C -1.6375 4.9744 2.2230 -0.33
H -0.4132 -4.3669 1.2328 0.07
C -4.4820 6.0270 1.1942 -0.09
H 0.5091 -8.3516 -0.5427 0.12
H -1.5368 1.2930 -1.8043 0.11
H -3.4211 -3.4451 -5.7371 0.06
C -1.9696 3.3802 -1.3698 -0.05
C -1.1632 2.2860 -2.0542 -0.28
H -2.1786 3.4683 3.5712 0.07
O -2.4221 5.8777 2.8911 -0.25
H -2.0130 3.2718 -0.2861 0.05
C -1.2322 3.9245 3.2808 -0.04
C 4.3681 -0.2185 -0.1428 -0.28
H -5.3492 6.6655 1.0260 0.06
F 1.9174 0.5235 2.0531 -0.26
C 2.2573 3.2758 0.0331 -0.20
H -0.7848 5.5486 1.8606 0.10
C 5.7239 0.4608 0.0265 -0.06
C 6.2017 -2.8119 2.1302 -0.16
O -0.0229 0.2422 -3.7732 -0.32
H 0.8664 -3.7729 2.2366 0.05
C 1.8117 5.6061 0.1153 -0.14
H -6.7839 0.9249 0.0897 0.11
H -8.7012 -0.5324 0.9778 0.08
H 7.1182 -4.4425 3.1147 0.10
O 4.4653 -0.8734 -1.3986 -0.28
C 0.6537 -4.4734 1.4290 -0.13
H 2.4140 5.8011 -2.0663 0.12
C 1.9611 5.1279 -1.3384 -0.20
H 1.5358 -0.8333 -1.2161 0.03
H -8.5785 0.9890 1.8541 0.08
H 4.1018 -0.9161 0.6513 0.09
O -4.1671 3.0383 1.7116 -0.30
C 4.3625 -2.8258 3.7094 -0.21
O -2.1434 -5.5597 -4.1380 -0.33
O 5.0583 -4.0546 3.8384 -0.16
H 1.2103 -1.9775 -2.5644 0.05
H 0.5529 4.1494 0.9980 0.08
As 0.4646 -0.4606 1.9290 0.83
C -3.4259 0.4747 2.2227 -0.08
H 7.2018 -2.4408 1.9064 0.10
C -2.2852 -2.1286 -2.5359 -0.31
H -0.5991 3.1581 2.8337 0.06
O -2.6826 -3.3827 -3.0227 -0.26
O 4.0606 -2.7985 -2.9361 -0.31
F 1.3805 -1.6078 0.9163 -0.27
H -0.6712 4.2846 4.1432 0.08
C 1.6316 4.2847 0.9188 -0.15
O 0.0507 -6.7110 2.6708 -0.31
S -3.1963 7.0781 2.0711 0.66
O -1.2329 1.3691 -5.7077 -0.29
H 1.3207 -4.1910 0.6145 0.05
O -3.8719 7.8661 3.0381 -0.28
H -6.1591 -0.6006 0.8169 0.12
H 2.7708 6.0518 0.3791 0.11
O -5.8858 1.1729 1.8336 -0.28
S -4.4232 1.6915 1.2485 0.70
H 3.0638 2.7696 0.5636 0.12
H -1.6672 4.3933 -1.6348 0.08
H 1.0313 4.7856 -1.7927 0.10
F -0.4704 0.6293 2.9494 -0.27
F 0.0386 0.4987 0.4827 -0.28
H 0.6815 3.3866 -5.2960 0.07
O 3.3303 -2.9562 -0.5073 -0.32
H -0.1170 2.3814 -1.7637 0.09
O -1.2097 2.4491 -3.4545 -0.27

2.
103
Properties=species:S:1:pos:R:3:lowdin_charge:R:1 method="wB97M-V/def2-TZVPD" lumo_energy_ha=-0.168 largest_force_ev_per_a=7.64 total_charge=+2 orbital_gap_ev=2.3 total_energy_ev=-52362.4401 homo_ev=-6.892
H -1.5296 3.7727 -3.1400 0.12
H -2.5977 -5.7805 1.9215 0.10
H 2.7105 -6.7915 -0.7484 0.11
O 8.4609 3.9835 -3.9981 -0.07
H -5.8970 9.0611 -1.9549 0.09
C -3.5691 5.3072 -4.4187 -0.06
N -3.0256 6.7602 -4.0664 -0.22
H 1.3549 -0.5494 3.3681 0.11
C -6.3943 8.4049 -2.6693 -0.11
H 3.1425 0.0275 3.3898 0.11
H -5.7998 -5.4846 3.3912 0.10
H -1.2793 7.6117 -3.0134 0.13
O -3.1290 -2.3583 0.1033 -0.05
C 3.0373 -0.5552 -1.5211 -0.97
H -3.3998 -3.9797 -1.2290 0.14
H -4.3342 6.8497 -2.1311 0.13
H 1.7851 3.2139 3.6354 0.08
H 1.9893 0.9648 6.4904 0.13
C 5.2037 -6.7945 -1.3027 0.06
C 7.2481 3.6732 -4.1042 -0.94
H 2.6066 -7.3060 0.9902 0.09
H 1.3510 2.1606 2.3190 0.11
H 3.9499 -9.1533 0.7461 0.10
H 2.9064 3.2129 7.0457 0.13
O 4.1812 -8.0040 3.0202 -0.09
H -2.7709 -3.3577 2.4990 0.10
H 2.5320 -0.5590 4.8343 0.09
H 6.0211 3.0342 -4.0693 0.01
C -3.6637 -5.9556 2.0672 0.01
H -2.2224 -2.1303 -0.1155 0.11
H -2.3601 8.4258 -4.9125 0.11
H 6.0752 -7.0217 3.2608 0.12
C -3.3832 -3.7295 -0.1682 -0.21
H -6.0388 6.9512 -4.1827 0.11
H 3.0961 2.4145 2.9153 0.12
H -0.0739 2.3856 4.8124 0.09
H -0.0502 0.5310 5.1940 0.11
H -2.8712 3.4106 -5.2107 0.12
C 3.1732 -6.7574 0.2379 0.03
H 3.5246 1.4455 5.8071 0.14
O 1.9099 -1.0581 -1.4470 -0.11
O 6.7777 2.4731 -3.8844 0.06
N 4.5816 -7.3814 0.0472 -0.32
C 5.3973 -6.8083 1.2106 -0.11
H -6.4094 -5.7326 1.8759 0.11
O 3.2307 0.7201 -1.7701 0.07
C -2.4195 4.3878 -5.0403 -0.17
H 0.5715 4.0296 7.0895 0.10
H -4.0584 -6.5472 1.2412 0.11
H -7.2609 9.0121 -2.9308 0.09
O 6.3527 4.3779 -4.6020 -0.07
H -0.5730 3.5689 -4.5156 0.12
C 2.1909 -0.1018 3.9055 0.02
C 5.5216 -7.6349 2.5498 -0.15
H -2.0977 7.1883 -6.0598 0.11
C 2.0424 2.2702 3.1545 0.03
C -4.1388 7.3548 -3.0770 -0.10
C -0.6164 5.6861 -3.8945 -0.11
H -5.0151 -5.2413 0.1621 0.13
H -4.4207 -2.7026 2.5667 0.11
C -3.7934 -3.5575 2.8193 0.03
H -1.9383 6.1470 -2.2841 0.13
O 4.0449 -1.1167 -1.0843 -0.09
H 0.2608 5.5945 -3.2539 0.12
H -3.8096 -6.4673 3.0185 0.11
C 2.4486 1.6051 5.7373 -0.05
H 5.6512 -9.2606 0.0900 0.12
N -4.4107 -4.6456 1.9655 -0.34
H 3.5177 -7.3445 3.2356 0.08
H -3.8490 -3.8417 3.8701 0.11
H 6.1962 -7.2392 -1.3765 0.11
H -5.4488 -3.5548 0.5231 0.14
H 6.4617 -6.8734 0.9852 0.13
C -5.5092 7.7677 -3.6919 -0.25
H -2.5619 -4.2845 0.2853 0.11
H -6.7967 7.5256 -2.1662 0.08
H 6.1404 -8.5276 2.4580 0.12
H 5.1859 -5.7133 -1.1657 0.12
C -1.2911 4.2654 -4.0827 -0.20
H -3.8435 7.7112 -5.7958 0.10
C -1.7083 6.6338 -3.2319 -0.08
H -0.2436 1.1851 3.5173 0.09
H 4.1892 0.6991 -1.8177 0.10
H -5.3275 8.5462 -4.4328 0.10
C 2.1324 3.0254 6.3015 -0.19
H 4.6383 -7.1821 -2.1501 0.10
N 1.7390 1.3051 4.3407 -0.30
C -4.6380 -4.2833 0.5201 -0.10
H 4.2799 -9.1267 -1.0632 0.11
H -4.4490 5.5269 -5.0233 0.11
H 5.1502 -5.7526 1.3228 0.13
C -5.9245 -4.9449 2.4525 0.06
C 4.6360 -8.8930 -0.0598 0.03
O 0.7889 3.1198 6.8737 -0.08
H -6.4786 -4.0068 2.4872 0.11
H -3.9518 4.8195 -3.5222 0.12
H 3.3529 -5.7347 0.5693 0.10
H -3.5547 8.1889 -2.6881 0.12
C -2.8511 7.5664 -5.3688 0.05
H -0.2113 5.9746 -4.8644 0.11
H -2.0910 4.7555 -6.0124 0.12
C 0.1527 1.3610 4.5173 0.05
H 2.1886 3.8324 5.5710 0.11